Record 1
{"formula": "C4H3OSc", "method": "wB97M-V/def2-TZVPD", "homo_ev": [-24.82, -26.31], "relative_energy_ev": 0.000, "lumo_ha": [-0.6394, -0.6393], "charge": 3, "energy_ha": -988.6399, "spin_multiplicity": 2, "orbital_gap_ev": [7.4178, 8.9181], "symbols": ["Sc", "O", "C", "C", "C", "C", "H", "H", "H"], "coordinates": [[0.6135, 0.8243, -0.7134], [0.9845, 2.7210, 0.0093], [-2.8619, 0.3638, -0.8620], [-2.5973, 0.1525, 0.4293], [0.3896, 3.4668, 0.7825], [-1.5274, 0.1675, -0.4243], [-3.4754, 0.7001, -1.6971], [0.5339, 4.5565, 0.7139], [-0.1113, 3.0458, 1.6712]]}

Record 2
{"formula": "C5H10", "method": "wB97M-V/def2-TZVPD", "homo_ev": -6.98, "relative_energy_ev": 7.841, "lumo_ha": -0.0361, "energy_ha": -196.2203, "orbital_gap_ev": 5.9936, "symbols": ["C", "C", "C", "C", "C", "H", "H", "H", "H", "H", "H", "H", "H", "H", "H"], "coordinates": [[-1.3628, 0.8648, 0.1680], [2.1302, 0.4383, -0.4640], [-1.5003, -0.2924, 1.0308], [-0.1086, 0.0757, 0.4879], [0.7570, -0.1586, -0.6525], [2.1521, 1.4769, -0.1708], [-2.0202, -1.2209, 0.8177], [2.9277, 0.2330, -1.1720], [-1.6607, -3.8828, -1.3094], [2.2878, -0.3160, 0.3320], [0.4575, 0.2993, 1.3898], [-1.7176, 0.6772, -0.8584], [-1.3575, -3.5400, -1.8919], [-1.4689, 1.8784, 0.5386], [0.7884, -1.2299, -0.8945]]}

Record 3
{"formula": "H20Li3O18S2", "method": "wB97M-V/def2-TZVPD", "homo_ev": [-10.53, -10.51], "lumo_ha": [-0.0840, -0.1399], "energy_ha": -2185.4542, "spin_multiplicity": 2, "orbital_gap_ev": [8.2460, 6.7039], "symbols": ["S", "S", "O", "O", "O", "O", "O", "O", "O", "O", "O", "O", "O", "O", "O", "O", "O", "O", "O", "O", "Li", "Li", "Li", "H", "H", "H", "H", "H", "H", "H", "H", "H", "H", "H", "H", "H", "H", "H", "H", "H", "H", "H", "H"], "coordinates": [[-0.1215, 0.0070, 0.1028], [-2.3855, -1.2121, -4.6317], [-0.9304, -1.3393, -4.8619], [-0.7352, -0.7506, -0.9239], [0.1901, 0.3830, 3.4058], [-1.0721, 0.9955, 0.5803], [0.5122, 0.1160, -3.4039], [0.5437, -3.2806, 0.2929], [0.5265, 3.1063, -1.6125], [0.1498, -0.8969, 1.1917], [-2.6491, -0.9810, -3.1924], [1.0462, 0.7452, -0.3482], [-3.0821, -2.4194, -5.1258], [0.5596, 3.1626, 1.2635], [2.6078, 1.5901, 1.8993], [-2.2710, 1.3303, 3.2547], [-2.1183, -2.0556, 1.9201], [3.1526, -0.5509, -0.7674], [2.5713, -1.4693, 2.1351], [-2.9635, -0.0294, -5.2419], [-2.8439, 1.2575, 1.1251], [-2.3925, 0.0446, -1.6095], [-0.6862, -2.7004, -1.2029], [0.9942, 0.8721, 3.2312], [2.3504, -0.0608, -0.5872], [-0.1278, 3.8101, 1.1068], [-2.4175, 1.6988, 4.1259], [-1.9040, -2.7609, 2.5307], [0.1115, -0.2210, 2.6674], [3.4627, -0.2043, -1.6040], [2.2093, 2.4341, 1.6873], [1.7747, -1.2416, 1.6557], [0.7716, 2.8403, -2.4988], [3.1106, -0.6796, 2.0932], [-1.2709, -1.6816, 1.6786], [2.4470, 1.0479, 1.1270], [-1.3324, 1.1446, 3.2273], [0.5515, -2.4446, 0.7590], [0.8333, 2.3920, -1.0541], [0.0539, -0.6140, -3.8203], [0.1684, 2.3292, 1.0017], [0.5346, -3.9414, 0.9854], [0.0701, 0.2281, -2.5623]]}